DFT (ωB97M-V/def2-TZVPD) results for C35H51CsN7Si2 as an isolated structure.

CARTESIAN COORDINATES (ANGSTROEM)
Cs -0.294 0.514 -0.312
C -0.399 0.378 6.430
C 0.307 1.235 5.598
C -0.184 1.571 4.343
C -1.408 1.073 3.892
C -2.110 0.205 4.739
C -1.613 -0.138 5.986
N -1.870 1.370 2.607
C -2.943 2.130 2.511
C -3.500 2.850 3.651
C -4.548 3.702 3.536
C -5.188 3.932 2.289
C -4.734 3.255 1.200
C -3.647 2.348 1.269
N -3.238 1.635 0.153
N -3.996 1.748 -0.851
C -3.608 1.073 -2.032
C -4.645 0.888 -2.949
C -4.376 0.273 -4.153
C -3.076 -0.134 -4.424
C -2.110 0.100 -3.463
N -2.358 0.697 -2.294
H -0.011 0.112 7.405
H 1.260 1.638 5.921
H 0.379 2.222 3.684
H -3.055 -0.196 4.394
H -2.174 -0.819 6.615
H -3.023 2.720 4.612
H -4.892 4.233 4.418
H -6.005 4.637 2.208
H -5.193 3.404 0.233
H -5.634 1.236 -2.684
H -5.169 0.112 -4.873
H -2.807 -0.624 -5.349
H -1.086 -0.204 -3.640
C 3.425 -0.586 1.427
N 2.259 -0.619 2.285
C 2.629 -0.371 3.665
C 1.543 -1.881 2.156
C 0.103 -1.775 2.652
N -0.784 -2.639 1.880
C -0.625 -4.031 2.243
C -2.169 -2.218 2.002
H 4.156 -1.376 1.672
H 3.925 0.379 1.522
H 3.123 -0.712 0.390
H 3.353 -1.124 4.029
H 1.752 -0.399 4.308
H 3.086 0.616 3.761
H 2.096 -2.695 2.660
H 1.497 -2.141 1.097
H -0.219 -0.743 2.508
H 0.013 -1.975 3.733
H -0.906 -4.220 3.295
H 0.411 -4.342 2.106
H -1.249 -4.656 1.603
H -2.549 -2.287 3.036
H -2.797 -2.845 1.366
H -2.271 -1.181 1.677
C 3.500 0.771 -5.549
Si 2.604 0.889 -3.884
C 3.585 2.196 -2.941
C 0.954 1.710 -4.305
C 2.366 -0.627 -2.924
C 1.217 -1.470 -3.200
C 0.722 -1.709 -4.515
C -0.349 -2.540 -4.738
C -0.973 -3.163 -3.658
C -0.456 -2.895 -2.404
N 0.572 -2.082 -2.161
Si 3.821 -1.558 -2.358
C 5.166 -0.474 -1.577
C 3.454 -2.999 -1.198
C 4.718 -2.420 -3.785
H 3.580 1.761 -6.011
H 2.977 0.114 -6.250
H 4.511 0.378 -5.427
H 3.495 3.166 -3.441
H 4.646 1.951 -2.888
H 3.218 2.302 -1.917
H 1.133 2.661 -4.816
H 0.366 1.924 -3.407
H 0.335 1.097 -4.962
H 1.241 -1.257 -5.351
H -0.698 -2.715 -5.751
H -1.823 -3.820 -3.782
H -0.907 -3.347 -1.523
H 4.753 0.326 -0.964
H 5.787 -0.009 -2.349
H 5.827 -1.080 -0.951
H 2.645 -2.787 -0.504
H 4.354 -3.271 -0.638
H 3.148 -3.870 -1.784
H 5.068 -1.698 -4.525
H 4.032 -3.106 -4.291
H 5.582 -3.001 -3.442

Calculated values
E   -2346.7706 Ha
Relative energy (zero: lowest compared OMol25 entry of this formula, charge and spin)   0.356 eV
Frontier orbital gap   5.87 eV
Total charge   -1

Results of the Mulliken charge analysis, in e, for atoms 1 through 5: Cs 1.168; C -0.291; C -0.869; C 0.255; C -0.912

***

DFT (ωB97M-V/def2-TZVPD) results for C35H51MnN5O2PSTe as an isolated structure.

CARTESIAN COORDINATES (ANGSTROEM)
Mn 1.455 2.295 -0.600
N 3.899 2.221 3.170
C 2.970 2.232 2.096
S 3.606 2.469 0.465
N 1.709 2.292 2.371
N 0.928 2.487 1.270
C -0.512 2.455 1.573
C -1.090 3.837 1.391
C -1.588 4.480 2.514
C -2.054 5.776 2.348
C -2.098 6.349 1.070
C -1.555 5.647 0.004
N -1.060 4.421 0.167
H 4.790 1.821 2.896
H 3.535 1.761 3.988
H -0.579 2.149 2.589
H -1.707 3.879 3.427
H -2.506 6.284 3.193
H -2.449 7.355 0.967
H -1.477 6.053 -0.989
C -5.587 2.003 -1.099
P -3.782 2.410 -0.879
C -3.701 3.744 -2.126
C -2.922 1.154 -1.887
O -0.514 3.808 -0.857
H -5.850 2.055 -2.146
H -6.162 2.738 -0.552
H -5.934 1.043 -0.692
H -4.170 3.450 -3.084
H -2.633 3.961 -2.270
H -4.207 4.616 -1.692
H -3.522 0.868 -2.727
H -2.720 0.246 -1.279
H -1.983 1.477 -2.246
C 2.572 3.743 -4.612
C 3.013 3.326 -3.168
C 3.424 4.599 -2.415
C 4.187 2.337 -3.206
C 1.793 2.707 -2.515
H 3.410 4.138 -5.181
H 1.835 4.552 -4.536
H 2.061 2.924 -5.093
H 4.115 5.179 -3.072
H 3.909 4.431 -1.452
H 2.547 5.245 -2.262
H 5.018 2.635 -3.912
H 3.800 1.346 -3.534
H 4.584 2.156 -2.213
H 0.960 3.437 -2.736
C 0.347 -0.618 -3.230
C 0.755 0.590 -2.427
O 1.394 1.498 -3.203
N 0.514 0.739 -1.206
Te 1.477 -2.408 0.574
C 1.810 -4.410 1.408
C 1.282 -4.788 2.630
C 0.701 -3.776 3.639
C 1.419 -6.077 3.034
C 2.081 -7.051 2.271
C 2.216 -8.480 2.754
C 2.683 -6.593 1.083
C 2.588 -5.289 0.672
C 3.205 -4.947 -0.645
C -0.576 -2.388 0.920
C -1.104 -1.434 1.821
C -0.310 -0.518 2.560
C -2.506 -1.324 1.998
C -3.375 -2.185 1.316
C -4.867 -2.149 1.492
C -2.825 -3.126 0.426
C -1.444 -3.194 0.222
C -0.965 -4.151 -0.825
H -0.723 -0.599 -3.384
H 0.557 -1.511 -2.626
H 0.867 -0.725 -4.168
H 1.372 -2.920 3.699
H 0.636 -4.335 4.604
H -0.296 -3.425 3.418
H 1.065 -6.389 4.038
H 3.263 -8.725 2.889
H 1.767 -9.157 2.080
H 1.613 -8.581 3.678
H 3.360 -7.241 0.556
H 3.631 -5.828 -1.154
H 3.981 -4.248 -0.600
H 2.468 -4.509 -1.315
H 0.775 -0.337 2.307
H -0.784 0.111 3.243
H -1.023 1.792 0.908
H -2.832 -0.571 2.709
H -5.427 -2.755 0.786
H -5.196 -1.121 1.351
H -5.219 -2.395 2.504
H -3.505 -3.821 -0.050
H -1.864 -4.502 -1.350
H -0.492 -5.014 -0.332
H -0.255 -3.703 -1.540

Calculated values
E   -3946.9945 Ha
Relative energy (zero: lowest compared OMol25 entry of this formula, charge and spin)   2.981 eV
Frontier orbital gap (spin up / spin down)   5.33 / 5.26 eV
Total charge   -1
2S+1   6
Expectation value of S²   8.882

Results of the Mulliken charge analysis, in e, for atoms 1 through 5: Mn -0.794; N -0.588; C 0.321; S -0.700; N -1.104

***

DFT (ωB97M-V/def2-TZVPD) results for C35H52AsCeOP3Se as an isolated structure.

CARTESIAN COORDINATES (ANGSTROEM)
Ce 0.157 0.026 -0.498
P -2.641 -0.121 -1.123
P 0.198 -2.867 -0.858
P -0.028 2.837 -0.985
H 1.746 -0.910 -2.745
C 1.965 0.041 -2.241
C 2.661 0.096 -1.056
H 3.071 -0.806 -0.586
C -2.989 -0.160 -2.924
C -3.593 -1.571 -0.529
C -3.707 1.268 -0.576
C 1.903 -3.524 -0.889
C -0.637 -3.994 0.307
C -0.451 -3.388 -2.487
C 1.613 3.633 -1.009
C -0.940 3.868 0.208
C -0.730 3.353 -2.596
H 1.689 0.943 -2.809
H 2.980 1.050 -0.615
H -4.058 -0.199 -3.158
H -2.499 -1.025 -3.382
H -2.562 0.730 -3.399
H -4.647 -1.515 -0.827
H -3.548 -1.633 0.564
H -3.174 -2.504 -0.922
H -4.757 1.106 -0.853
H -3.374 2.217 -1.013
H -3.649 1.375 0.514
H 1.890 -4.559 -1.254
H 2.333 -3.499 0.123
H 2.530 -2.912 -1.551
H -0.763 -4.988 -0.147
H -1.623 -3.601 0.584
H -0.043 -4.095 1.223
H -0.181 -4.442 -2.663
H -0.015 -2.763 -3.286
H -1.547 -3.276 -2.515
H 1.519 4.682 -1.319
H 2.279 3.104 -1.703
H 2.060 3.590 -0.006
H -0.916 4.925 -0.091
H -0.498 3.776 1.207
H -1.985 3.544 0.280
H -0.535 4.426 -2.768
H -1.816 3.170 -2.617
H -0.273 2.766 -3.412
C 1.004 0.128 -6.630
C 2.219 -0.123 -5.972
C 3.443 -0.062 -6.637
C 3.485 0.199 -8.014
C 2.282 0.388 -8.717
C 1.050 0.344 -8.039
Se -0.521 0.184 -5.450
H 0.024 -0.106 -4.011
H 2.197 -0.339 -4.903
H 4.364 -0.216 -6.068
H 4.446 0.252 -8.530
H 2.325 0.572 -9.796
H 0.121 0.485 -8.599
O 0.272 0.184 1.615
As 0.162 0.119 3.387
C -1.627 -0.574 3.618
C -1.867 -1.910 3.258
C -3.174 -2.418 3.277
C -4.237 -1.599 3.688
C -3.984 -0.289 4.109
C -2.678 0.219 4.104
C 1.453 -1.142 4.109
C 2.037 -2.085 3.252
C 2.953 -3.033 3.758
C 3.273 -3.044 5.114
C 2.673 -2.131 5.980
C 1.749 -1.193 5.484
C 0.470 1.905 4.036
C 1.617 2.225 4.779
C 1.821 3.533 5.236
C 0.871 4.527 4.972
C -0.282 4.206 4.256
C -0.488 2.903 3.789
H -1.040 -2.561 2.967
H -3.361 -3.453 2.983
H -5.259 -1.987 3.686
H -4.805 0.347 4.450
H -2.474 1.217 4.479
H 1.788 -2.076 2.194
H 3.401 -3.753 3.075
H 3.990 -3.782 5.497
H 2.921 -2.149 7.045
H 1.276 -0.505 6.181
H 2.359 1.455 4.992
H 2.722 3.781 5.796
H 1.033 5.547 5.322
H -1.033 4.972 4.051
H -1.389 2.659 3.227

Calculated values
E   -7575.5810 Ha
Relative energy (zero: lowest compared OMol25 entry of this formula, charge and spin)   0.000 eV
Frontier orbital gap (spin up / spin down)   5.22 / 5.23 eV
Total charge   +3
2S+1   2
Expectation value of S²   0.751

Results of the Mulliken charge analysis, in e, for atoms 1 through 5: Ce -0.296; P 0.863; P 0.964; P 1.082; H 0.416

***

no.,strongest force on any atom (eV/Å)
1,0.9
2,2.7
3,3.3